Here is a structure of composition C16H32O18S4 in a non-equilibrium geometry from OMol25. Energies are from ωB97M-V with the def2-TZVPD basis set.

Element x y z (Å)
C: 15.571 9.027 -8.322
C: 15.324 10.429 -7.646
C: 14.611 10.117 -6.348
O: 14.225 8.711 -6.356
C: 14.290 8.374 -7.754
H: 16.494 8.549 -7.994
H: 15.443 9.115 -9.401
H: 14.610 10.968 -8.270
H: 16.261 10.957 -7.472
H: 13.689 10.690 -6.249
H: 15.218 10.423 -5.497
H: 13.412 8.610 -8.355
H: 14.276 7.284 -7.796
C: 7.599 8.814 -12.322
C: 9.068 9.229 -12.198
C: 9.732 7.844 -12.349
O: 8.927 7.235 -13.414
C: 7.644 7.776 -13.411
H: 6.865 9.599 -12.506
H: 7.321 8.319 -11.392
H: 9.306 9.675 -11.232
H: 9.227 9.781 -13.124
H: 9.654 7.276 -11.422
H: 10.807 7.720 -12.474
H: 6.879 7.020 -13.231
H: 7.523 8.251 -14.384
C: 12.564 7.068 -11.145
C: 12.668 8.266 -10.205
O: 12.397 7.644 -8.936
S: 11.193 6.523 -9.038
O: 9.877 7.094 -8.753
O: 11.661 5.310 -8.360
O: 11.362 6.353 -10.683
H: 13.410 6.398 -11.298
H: 12.342 7.547 -12.099
H: 11.931 9.010 -10.509
H: 13.639 8.761 -10.238
C: 10.444 4.001 -5.872
C: 11.710 4.388 -6.596
O: 11.893 3.315 -7.503
S: 10.505 2.657 -8.088
O: 10.471 1.199 -7.916
O: 10.125 3.251 -9.358
O: 9.632 3.345 -6.816
H: 9.747 4.829 -5.747
H: 10.493 3.394 -4.968
H: 12.609 4.494 -5.989
H: 11.638 5.209 -7.308
C: 10.485 8.593 -7.216
C: 11.585 8.886 -6.244
O: 12.081 10.128 -6.576
S: 11.335 10.806 -7.896
O: 12.100 10.373 -9.055
O: 11.149 12.202 -7.674
O: 10.041 9.857 -7.655
H: 9.707 7.931 -6.834
H: 10.889 7.932 -7.982
H: 12.356 8.116 -6.215
H: 11.172 9.131 -5.265
C: 17.368 6.897 -12.672
C: 16.618 8.100 -13.317
O: 16.006 8.798 -12.309
S: 16.206 8.131 -10.804
O: 14.914 7.885 -10.126
O: 17.354 8.761 -10.126
O: 16.754 6.728 -11.415
H: 18.417 7.046 -12.417
H: 17.348 5.904 -13.123
H: 15.881 7.930 -14.101
H: 17.372 8.731 -13.789

The value obtained for the LUMO energy is -0.053 eV. The calculation puts the largest force on an atom at 0.278 hartree/bohr. Its HOMO energy is -8.88 eV. The frontier orbital gap comes out at 8.826 eV. As for the total energy: -97286.785 eV. The value obtained for the energy above the lowest of the compared OMol25 structures with the same formula, charge and spin is 355.1 kcal per mole. Its net charge is 0. The multiplicity is 1.